1.
18
Properties=species:S:1:pos:R:3:forces:R:3:nbo_charge:R:1 method="wB97M-V/def2-TZVPD" total_charge=-2 orbital_gap_ev=5.60 spin_multiplicity=1 e_homo_ev=0.54
C 0.9902 -0.3903 0.4350 0.1 1.7 1.1 -0.086
C 0.6889 0.0217 2.4639 -0.2 -1.2 -2.2 -0.252
C -0.2578 -0.9918 -0.0298 1.4 1.4 -1.4 0.699
C -1.1902 0.2485 -1.8947 0.1 -3.3 -2.2 -0.256
C 1.8338 0.1326 -0.6965 1.0 1.0 0.9 0.930
O -1.8187 -0.5646 3.2487 -1.3 -0.7 1.0 -1.185
O -1.6922 1.4587 1.5997 0.2 -0.9 0.3 -1.205
O 0.8465 -1.7905 0.2572 -0.4 -1.8 0.0 -0.522
O -1.2932 -0.9618 0.7636 -1.6 -0.5 1.0 -0.785
O -0.5356 -0.9714 -1.4246 -1.2 0.2 0.8 -0.562
F 1.1350 1.2905 2.7806 0.1 0.6 -0.2 -0.439
F 1.5039 1.3861 -1.0973 -0.6 0.5 0.2 -0.361
F 3.1592 0.2444 -0.3982 0.9 0.2 1.2 -0.376
F 1.9231 -0.5638 -1.8066 -0.6 -1.4 -1.7 -0.335
P -1.1845 0.1235 2.1196 1.4 1.6 -1.1 2.201
H -0.8539 1.1039 -1.3540 0.2 0.8 -0.1 0.220
H -2.2802 0.1496 -1.9577 -0.1 0.1 1.1 0.158
H -0.9742 0.0746 -3.0091 0.4 1.5 1.3 0.158



2.
56
Properties=species:S:1:pos:R:3:forces:R:3:nbo_charge:R:1 method="wB97M-V/def2-TZVPD" total_charge=0 e_above_lowest_ev=1.544 smiles="CCOCCCNC(=O)[C@H](NC(=O)c1ccc(NC(C)=O)cc1)c1ccccc1" orbital_gap_ev=9.30 spin_multiplicity=1 e_homo_ev=-8.89
C -2.6402 -0.7279 2.8335 -0.1 -0.3 -0.3 -0.652
C -3.6060 -1.4672 1.9089 -0.1 0.2 0.2 -0.058
O -3.2094 -2.7819 1.5702 0.0 -0.2 -0.1 -0.548
C -2.0291 -2.9279 0.8030 0.1 -0.2 -0.2 -0.082
C -2.2969 -3.2102 -0.6856 -0.2 0.3 0.4 -0.423
H -1.3310 -3.3424 -1.1773 0.0 0.0 0.0 0.205
H -2.8594 -4.1407 -0.7710 0.0 -0.1 0.0 0.213
C -3.0916 -2.1145 -1.3935 -0.1 -0.3 -0.2 -0.226
N -2.4378 -0.8313 -1.2903 0.1 -0.4 0.4 -0.655
C -2.3438 0.0516 -2.2865 0.3 0.5 0.1 0.675
O -2.7665 -0.1027 -3.4142 -0.2 0.0 -0.4 -0.630
C -1.6123 1.3513 -1.8577 -0.2 -0.2 -0.1 -0.148
N -0.1951 1.0823 -1.6572 0.0 0.2 -0.4 -0.599
C 0.3320 0.4267 -0.6013 0.1 0.0 0.0 0.683
O -0.3411 -0.0179 0.3198 0.1 0.1 0.1 -0.657
C 1.8136 0.3101 -0.6125 0.3 -0.1 0.1 -0.206
C 2.4827 0.3204 0.6088 -0.2 0.0 -0.3 -0.083
C 3.8568 0.2197 0.6730 0.1 0.0 0.1 -0.271
C 4.5950 0.0834 -0.5010 -0.4 0.0 0.0 0.178
C 3.9260 0.0419 -1.7257 0.1 0.0 0.1 -0.271
C 2.5530 0.1583 -1.7830 -0.1 0.0 0.2 -0.123
H 2.0619 0.0927 -2.7437 0.0 0.0 -0.1 0.205
H 4.4908 -0.0866 -2.6389 0.1 0.0 -0.1 0.208
N 5.9840 -0.0272 -0.5164 0.0 -0.1 -0.5 -0.606
C 6.8663 0.0148 0.5318 0.4 0.0 -0.3 0.689
O 6.5492 0.1632 1.6866 -0.1 0.0 0.3 -0.588
C 8.3005 -0.1448 0.0725 0.0 0.0 0.3 -0.715
H 8.5682 0.6561 -0.6139 0.0 0.0 -0.1 0.228
H 8.9565 -0.1071 0.9370 0.0 0.0 0.0 0.246
H 8.4299 -1.0997 -0.4328 0.0 -0.1 -0.1 0.228
H 6.3846 -0.1459 -1.4373 0.0 0.0 0.2 0.396
H 4.3643 0.2417 1.6223 0.0 0.0 0.0 0.262
H 1.9019 0.4154 1.5137 0.0 0.0 0.1 0.227
H 0.4331 1.4090 -2.3725 0.0 0.0 0.1 0.410
C -2.2603 1.9791 -0.6405 0.0 0.2 0.1 -0.053
C -3.6223 1.8134 -0.4161 0.1 0.1 -0.1 -0.155
C -4.2244 2.3739 0.6958 -0.1 0.0 0.0 -0.226
C -3.4741 3.1099 1.5965 -0.1 0.0 0.1 -0.214
C -2.1235 3.3014 1.3652 0.1 0.1 0.0 -0.204
C -1.5215 2.7467 0.2500 -0.1 0.0 -0.1 -0.194
H -0.4670 2.9097 0.0799 0.1 0.0 0.0 0.211
H -1.5328 3.8853 2.0555 0.0 0.0 0.1 0.214
H -3.9414 3.5382 2.4707 0.0 0.0 0.1 0.214
H -5.2821 2.2306 0.8605 -0.1 0.0 0.0 0.215
H -4.2155 1.2471 -1.1192 -0.1 -0.1 0.0 0.212
H -1.6897 2.0454 -2.7028 0.0 -0.2 0.1 0.241
H -1.9852 -0.5993 -0.4109 0.0 0.1 -0.2 0.441
H -3.2017 -2.3441 -2.4569 -0.1 0.0 0.2 0.230
H -4.0938 -2.0555 -0.9518 0.0 0.0 -0.1 0.193
H -1.3733 -2.0612 0.9143 0.0 0.0 0.0 0.188
H -1.5044 -3.7957 1.2195 0.0 0.2 -0.1 0.186
H -3.7837 -0.8557 1.0143 -0.1 -0.1 0.0 0.157
H -4.5627 -1.6136 2.4192 0.0 0.1 -0.1 0.185
H -2.3931 -1.3494 3.6906 0.0 0.0 0.1 0.209
H -3.1138 0.1867 3.1808 0.0 0.1 0.0 0.214
H -1.7238 -0.4558 2.3164 0.1 0.1 0.0 0.224



3.
84
Properties=species:S:1:pos:R:3:forces:R:3:lowdin_charge:R:1 method="wB97M-V/def2-TZVPD" total_charge=+3 s2=0.754 e_above_lowest_ev=0.670 orbital_gap_ev="6.38 / 6.49" spin_multiplicity=2 e_homo_ev="-15.66 / -15.66"
Ti 0.3580 -0.2066 -0.0135 -0.8 -0.4 -0.2 0.820
N -0.2969 4.0567 -0.4697 0.0 -0.2 -0.4 0.162
C -0.4331 2.7659 -0.6273 0.1 0.2 -0.2 -0.107
N -0.0060 1.9237 0.2833 -0.2 -0.4 -0.2 0.020
C 0.5240 2.4327 1.4822 1.0 -0.6 0.4 -0.272
N 1.0583 1.6012 2.3303 -0.4 0.6 0.0 0.109
N 0.9174 0.3043 1.9204 -0.4 1.2 -0.5 -0.118
C 1.3812 -0.5834 2.6775 0.6 -0.9 0.7 -0.071
C 1.2416 -1.9489 2.2749 -0.4 -0.4 -0.8 -0.271
C 1.8287 -2.9476 2.9960 0.6 0.0 0.5 0.027
C 1.6245 -4.2579 2.6299 -0.5 -0.5 0.2 0.020
C 0.6997 -4.5094 1.6403 0.2 -0.4 -0.1 0.011
C 0.1634 -3.4539 0.9379 -0.5 0.8 -0.9 -0.149
N 0.4731 -2.1787 1.1718 0.2 0.3 0.5 0.027
C 0.6255 3.8560 1.7310 -0.4 0.4 0.4 -0.073
C 1.0198 4.5073 2.9456 -0.1 -0.6 -0.9 0.035
C 1.0437 5.8896 2.9869 -0.2 -0.8 -0.7 -0.011
C 0.7306 6.6309 1.8319 0.7 0.6 0.1 -0.008
C 0.3572 6.0216 0.6638 -0.3 0.3 -0.1 0.011
C 0.2445 4.6443 0.6587 0.0 0.5 0.0 -0.178
H -0.5811 4.6609 -1.2120 -0.3 0.4 -0.4 0.173
H -0.8896 2.4661 -1.5757 0.2 -0.3 0.5 0.144
H 1.8521 -0.3768 3.6174 0.2 0.4 0.4 0.159
H 2.4734 -2.7096 3.8297 0.0 0.1 0.1 0.142
H 2.0985 -5.0505 3.1863 0.1 -0.2 -0.1 0.139
H 0.4333 -5.5096 1.3598 -0.1 -0.3 0.0 0.133
H -0.5340 -3.5923 0.1124 0.2 -0.3 0.3 0.096
H 1.3135 3.8774 3.7796 -0.1 0.2 0.0 0.125
H 1.3138 6.3889 3.8871 0.2 0.3 0.5 0.119
H 0.8839 7.7095 1.8045 -0.2 -0.2 0.3 0.137
H 0.1174 6.5919 -0.2371 0.1 -0.1 0.3 0.140
C 0.4306 0.0349 -4.8395 -0.2 0.4 -0.3 -0.515
C -0.8643 0.0967 -4.0315 -0.4 0.1 -0.4 -0.479
S -1.0035 -0.5225 -2.3394 0.5 0.0 1.0 0.816
C -1.4608 -2.2805 -2.3124 0.0 0.6 0.4 -0.475
C -0.3953 -3.3337 -2.5422 -0.2 -0.4 -0.4 -0.498
S 1.2487 -2.9953 -1.8846 -0.1 0.2 0.2 0.883
C 2.2823 -3.0820 -3.3484 0.4 0.3 -0.1 -0.517
C 2.3915 -1.8457 -4.2383 -0.7 -0.4 0.6 -0.501
S 0.9599 -1.6198 -5.3349 0.0 0.1 0.2 0.933
H 1.2643 0.5415 -4.3395 -0.2 -0.1 0.0 0.076
H 0.2432 0.6136 -5.7690 0.0 -0.3 0.5 0.098
H -1.6744 -0.4639 -4.5119 0.2 0.1 -0.3 0.093
H -1.2246 1.1358 -3.9718 0.1 -0.2 0.0 0.082
H -2.2936 -2.3770 -3.0012 -0.1 -0.2 -0.1 0.104
H -1.8767 -2.3663 -1.3005 0.1 0.1 -0.2 0.021
H -0.3061 -3.5071 -3.6087 0.2 0.0 -0.1 0.063
H -0.7447 -4.2744 -2.1057 -0.1 0.1 0.0 0.091
H 1.9784 -3.9461 -3.9099 -0.1 -0.5 -0.3 0.083
H 3.2568 -3.3313 -2.9338 0.2 0.0 0.0 0.074
H 3.2624 -1.9493 -4.8584 0.5 0.1 -0.2 0.078
H 2.4589 -0.9725 -3.5931 0.2 0.2 -0.1 0.050
C -1.9304 -0.3443 4.0783 -0.3 0.1 -0.3 -0.128
C -2.3813 0.5639 2.9265 0.1 0.8 0.5 -0.408
As -2.4335 -0.2237 1.1623 1.7 -0.7 -0.6 1.160
C -3.3594 -1.8899 1.5121 -0.3 -0.4 0.4 -0.400
C -4.0739 -2.6129 0.3598 0.1 -0.1 0.3 -0.124
C -3.7081 0.9620 0.3879 -0.5 0.9 0.3 -0.423
C -3.9659 0.9620 -1.1113 -0.1 -0.1 0.3 -0.152
H -1.7842 0.2060 5.0098 0.0 0.1 -0.2 0.090
H -1.0113 -0.8590 3.8144 0.3 -0.1 0.1 0.041
H -2.6650 -1.1130 4.2846 -0.2 -0.2 0.0 0.071
H -1.6805 1.4175 2.8335 -0.4 -0.3 0.1 0.053
H -3.3874 0.9986 3.0902 0.5 -0.3 0.1 0.093
H -4.0612 -1.6231 2.3183 0.0 -0.2 -0.3 0.087
H -2.5924 -2.5202 1.9846 -0.2 0.0 -0.1 0.060
H -4.8064 -1.9780 -0.1285 0.1 0.2 -0.2 0.071
H -4.6501 -3.4730 0.7082 0.2 0.1 0.3 0.090
H -3.3801 -3.0206 -0.3771 -0.1 0.2 0.0 0.042
H -3.4014 1.9548 0.7781 -0.2 -0.3 -0.4 0.080
H -4.6022 0.7243 0.9683 -0.3 0.1 -0.2 0.087
H -3.1301 1.3623 -1.6691 0.2 -0.1 -0.1 0.023
H -4.8218 1.5676 -1.3533 -0.4 0.4 0.1 0.082
H -4.2172 -0.0221 -1.4910 0.2 -0.3 -0.1 0.064
C 4.7712 -0.2645 -1.2828 -0.6 -0.1 0.1 -0.190
S 3.6735 -0.0551 0.1289 0.0 0.2 -0.1 0.994
C 4.0800 1.6487 0.5379 -0.3 0.1 -0.6 -0.196
O 2.2470 0.0335 -0.5194 0.4 0.0 0.1 -0.657
H 4.7262 -1.3091 -1.5983 0.0 0.2 0.1 0.067
H 5.7799 0.0085 -0.9698 -0.1 0.0 0.0 0.086
H 4.3760 0.4006 -2.0516 0.2 0.0 -0.1 0.075
H 3.3608 1.9888 1.2719 -0.1 0.0 0.3 0.037
H 3.9666 2.2521 -0.3754 0.2 -0.2 0.3 0.086
H 5.0932 1.6988 0.9427 -0.1 -0.1 -0.1 0.088